69
Properties=species:S:1:pos:R:3:forces:R:3 method="wB97M-V/def2-TZVPD" relative_energy_kj_mol=36.3 molar_mass_g_mol=593.073 s2=0.752 lumo_ev="4.0 / 4.0" spin_multiplicity=2 homo_energy_ev="-1.5 / -1.4" total_charge=-2
Cu -1.096 0.634 0.971 -1.6 1.5 -0.2
C -3.508 2.644 4.126 -0.7 -0.7 0.6
C -2.560 2.665 2.952 1.1 -0.3 -1.9
O -2.580 3.599 2.177 -0.7 1.3 0.3
O -1.749 1.678 2.778 0.4 -1.6 0.7
H -2.993 2.859 5.064 0.0 0.4 0.0
H -3.963 1.669 4.309 0.3 -0.3 -0.3
H -4.356 3.298 3.925 0.3 0.4 0.2
C 2.294 3.041 -0.850 -0.9 0.0 0.9
C 0.777 3.345 -0.517 -3.3 0.2 -0.4
O 0.175 4.306 -1.070 2.3 -0.5 -0.1
O 0.127 2.583 0.287 2.4 -0.5 -0.2
H 2.762 3.152 0.130 0.5 0.1 -0.1
H 2.743 3.696 -1.596 -0.2 0.2 0.1
H 2.485 2.007 -1.140 -0.3 -0.2 0.1
C -3.614 1.001 -2.402 -0.2 -1.2 0.1
C -3.026 2.056 -1.503 0.8 2.2 0.2
O -2.688 1.754 -0.325 0.7 -1.8 1.0
O -2.983 3.227 -1.909 -0.4 -0.2 -0.9
H -4.564 0.769 -1.919 -0.1 -0.4 -0.1
H -3.000 0.100 -2.377 -0.1 0.0 0.2
H -3.802 1.213 -3.455 0.1 0.7 0.1
C -2.498 -2.470 0.587 0.0 4.1 0.8
O -1.230 -2.706 0.076 0.1 -1.8 0.0
O -2.481 -1.128 1.084 -0.6 -3.0 -1.4
C -3.482 -2.853 -0.602 -0.7 0.6 1.7
F -3.479 -1.987 -1.623 0.1 -0.7 0.2
F -3.312 -4.115 -1.043 1.9 -0.7 -1.3
F -4.740 -3.024 -0.161 -1.3 1.5 0.6
C -0.727 -4.028 0.277 1.5 1.2 -1.1
C 0.661 -3.787 -0.207 3.3 -1.0 1.1
H 1.390 -4.254 0.464 0.0 -0.8 0.3
H 1.027 -4.207 -1.144 -0.7 0.6 -0.5
H 1.027 -2.782 0.003 -0.7 0.4 -0.9
H -1.130 -4.827 -0.347 -0.8 0.1 0.3
H -0.614 -4.340 1.317 -0.9 0.2 0.3
H -2.715 -3.183 1.386 -0.3 -0.3 0.2
C 1.703 1.370 3.687 0.5 0.6 0.2
C 1.894 0.600 2.383 1.3 1.8 -0.4
C 3.193 -0.254 2.414 -0.2 0.5 1.2
O 4.356 0.539 2.208 0.5 -0.1 -0.3
C 5.550 -0.252 2.106 -1.0 0.6 -0.1
N 0.735 -0.217 2.038 0.5 0.3 0.6
H 1.520 0.790 4.594 0.1 -0.7 -0.2
H 0.894 2.100 3.718 -0.1 0.0 -0.8
H 2.644 1.897 3.855 0.0 0.2 0.1
H 2.111 1.321 1.593 -0.5 0.2 -0.1
H 3.130 -1.093 1.717 0.2 0.0 -0.3
H 3.250 -0.638 3.436 0.2 -0.6 0.2
H 6.434 0.378 2.011 -0.3 0.4 0.2
H 5.501 -0.826 1.179 0.0 -0.5 0.2
H 5.655 -0.859 3.007 0.1 -0.4 -0.1
H 0.478 -0.462 2.986 -1.0 -0.8 -0.2
H 1.267 -0.986 1.650 -1.4 -0.9 -0.6
C 0.072 -1.092 -4.507 1.7 0.8 -1.0
C 0.607 0.391 -4.583 -0.5 -0.7 -0.7
C 1.088 0.916 -3.240 0.3 1.1 0.0
S 0.812 -0.389 -2.010 -3.2 -1.0 1.6
O -0.014 -0.070 -0.830 1.7 0.0 -2.2
O 2.016 -1.148 -1.733 0.3 0.6 -0.6
C -0.304 -1.427 -3.118 -0.1 -0.5 1.6
H 0.953 -1.678 -4.774 0.0 -0.3 0.1
H -0.600 -1.244 -5.352 -0.6 -0.1 0.5
H -0.185 1.021 -4.985 0.0 0.1 0.3
H 1.396 0.366 -5.335 0.1 0.3 0.1
H 0.611 1.874 -3.026 -0.9 -0.4 0.8
H 2.107 1.305 -3.216 0.4 -1.0 0.0
H -1.343 -1.383 -2.791 0.0 1.1 -0.1
H -0.106 -2.452 -2.801 0.7 -0.1 -0.2